[1]
The ion C5H13N2S with charge -1 in a non-equilibrium geometry. Source: the OMol25 dataset; level of theory: ωB97M-V with the def2-TZVPD basis set.

Cartesian coordinates (Å):
C  -1.474  1.419  1.345
N  -1.075  0.505  0.275
C  -1.370  1.056  -1.045
C  0.421  0.397  0.395
C  0.897  -1.054  0.354
N  2.336  -1.056  0.599
C  0.473  -1.854  -0.886
S  1.153  -1.191  -2.454
H  -0.845  2.326  1.478
H  -1.260  0.879  2.283
H  -2.537  1.647  1.363
H  -0.986  0.292  -1.734
H  -0.932  2.032  -1.273
H  -2.439  1.264  -1.222
H  0.848  1.024  -0.395
H  0.827  0.804  1.321
H  0.359  -1.519  1.205
H  2.849  -0.436  -0.008
H  2.642  -1.976  0.298
H  0.690  -2.927  -0.870
H  -0.579  -1.632  -1.031

Values from the calculation:
* SMILES string: CN(C)C[C@H](N)C[S-]
* net charge: -1
* orbital gap: 0.22249 hartree
* energy relative to the best compared isomer or geometry (same formula, charge and spin): 0.944 eV
* spin multiplicity: 1

[2]
A structure of composition C5H13N2S in a non-equilibrium geometry. Source: the OMol25 dataset; level of theory: ωB97M-V with the def2-TZVPD basis set.

Cartesian coordinates (Å):
C  -0.296  0.641  1.371
C  -0.836  0.163  2.753
S  -0.851  1.414  4.081
C  -0.677  2.075  0.989
N  1.157  0.417  -2.706
C  1.185  -0.232  -1.601
C  0.461  -1.617  -1.480
N  0.308  -2.245  -2.798
H  0.800  0.620  1.463
H  -0.659  -0.077  0.636
H  -0.170  -0.626  3.073
H  -1.855  -0.197  2.598
H  -1.764  2.187  0.983
H  -0.229  2.713  1.739
H  -0.234  2.309  0.013
H  1.422  0.211  -0.618
H  0.125  0.347  -2.217
H  -0.502  -1.494  -0.985
H  1.070  -2.259  -0.848
H  1.095  -2.858  -2.976
H  0.448  -1.492  -3.470

Values from the calculation:
* net charge: -1
* orbital gap: 0.19102 hartree
* energy relative to the best compared isomer or geometry (same formula, charge and spin): 4.077 eV
* spin multiplicity: 1

[3]
A cluster of 2 separate species, C5H13N3 in total in a non-equilibrium geometry. Source: the OMol25 dataset; level of theory: ωB97M-V with the def2-TZVPD basis set.

Cartesian coordinates (Å):
N  2.463  -0.477  -1.539
N  2.794  -0.948  -0.087
N  2.820  0.418  -0.530
H  3.301  -0.683  -2.091
H  3.768  -1.243  0.063
H  1.985  0.910  -0.190
C  0.071  2.045  0.316
C  -0.616  1.028  -0.184
C  -1.206  -0.092  0.621
C  -2.735  -0.048  0.517
C  -0.671  -1.441  0.130
H  0.255  2.137  1.377
H  0.449  2.843  -0.307
H  -0.781  0.963  -1.254
H  -0.922  0.041  1.670
H  -3.121  0.903  0.882
H  -3.178  -0.850  1.106
H  -3.051  -0.172  -0.519
H  -0.935  -1.595  -0.916
H  -1.102  -2.252  0.715
H  0.412  -1.488  0.220

Values from the calculation:
* SMILES string: [nH]1[nH][nH]1.C=CC(C)C
* net charge: 0
* orbital gap: 0.39494 hartree
* energy relative to the best compared isomer or geometry (same formula, charge and spin): 4.385 eV
* spin multiplicity: 1

[4]
A cluster of 2 separate species, C5H13N3 in total. Source: the OMol25 dataset; level of theory: ωB97M-V with the def2-TZVPD basis set.

Cartesian coordinates (Å):
H  -0.983  -3.606  -0.701
N  -0.549  -2.716  -0.925
C  0.439  -2.513  -0.156
N  1.194  -1.369  -0.215
C  2.581  -1.402  0.216
H  0.757  -3.183  0.648
H  0.992  -0.808  -1.031
H  2.939  -0.385  0.353
H  2.644  -1.919  1.173
H  3.235  -1.920  -0.492
C  -2.382  0.375  -0.469
C  -1.438  0.984  0.241
N  -1.431  2.338  0.601
C  -0.159  3.021  0.392
H  -3.236  0.938  -0.831
H  -2.330  -0.681  -0.679
H  -0.601  0.427  0.648
H  -2.194  2.835  0.159
H  -0.238  4.041  0.764
H  0.611  2.506  0.966
H  0.148  3.038  -0.662

Values from the calculation:
* SMILES string: [H]/N=C/NC.C=CNC
* net charge: 0
* orbital gap: 0.32716 hartree
* energy relative to the best compared isomer or geometry (same formula, charge and spin): 1.414 eV
* spin multiplicity: 1

[5]
A structure of composition C5H13N3 in a non-equilibrium geometry. Source: the OMol25 dataset; level of theory: ωB97M-V with the def2-TZVPD basis set.

Cartesian coordinates (Å):
C  0.437  0.521  -1.111
C  -1.417  -1.258  -0.178
C  2.087  -1.487  0.367
C  0.531  1.865  1.024
N  -1.087  0.153  -0.258
C  0.704  0.533  0.333
N  -2.180  0.983  -0.580
N  1.628  -0.232  0.882
H  -2.756  1.125  0.247
H  -2.749  0.553  -1.312
H  0.420  1.485  -1.614
H  0.737  -0.353  -1.688
H  -2.080  -1.457  0.671
H  -0.525  -1.864  -0.038
H  -1.897  -1.624  -1.097
H  3.179  -1.506  0.400
H  1.766  -1.759  -0.651
H  1.707  -2.299  1.003
H  1.356  2.521  0.745
H  0.522  1.712  2.102
H  -0.382  2.391  0.754

Values from the calculation:
* net charge: 0
* orbital gap: 0.32205 hartree
* energy relative to the best compared isomer or geometry (same formula, charge and spin): 4.296 eV
* spin multiplicity: 1

[6]
A cluster of 2 separate species, C5H13N3 in total in a non-equilibrium geometry. Source: the OMol25 dataset; level of theory: ωB97M-V with the def2-TZVPD basis set.

Cartesian coordinates (Å):
H  -1.242  1.633  2.224
N  -1.634  1.388  1.305
N  -1.332  0.223  0.974
C  -2.203  -0.309  -0.168
C  -1.956  -1.791  -0.348
H  -1.978  0.241  -1.087
H  -3.256  -0.138  0.078
H  -2.116  -2.340  0.585
H  -0.942  -1.988  -0.704
H  -2.637  -2.195  -1.104
C  1.761  2.393  -0.728
C  1.281  1.143  -0.549
N  2.076  0.039  -0.340
C  1.775  -1.091  0.511
H  2.807  2.600  -0.525
H  1.116  3.202  -1.051
H  0.252  0.944  -0.845
H  3.074  0.233  -0.398
H  2.688  -1.663  0.700
H  1.081  -1.759  -0.007
H  1.385  -0.766  1.479

Values from the calculation:
* SMILES string: [H]/N=N/CC.C=CNC
* net charge: 0
* orbital gap: 0.31646 hartree
* energy relative to the best compared isomer or geometry (same formula, charge and spin): 2.977 eV
* spin multiplicity: 1

[7]
A structure of composition C5H13N3. Source: the OMol25 dataset; level of theory: ωB97M-V with the def2-TZVPD basis set.

Cartesian coordinates (Å):
C  -1.387  -1.309  -0.951
C  1.655  1.258  -1.645
N  -1.232  -0.324  0.150
C  0.955  1.395  -0.314
N  0.920  2.554  0.230
H  -2.122  0.133  0.342
H  0.455  2.507  1.143
H  -0.411  -1.711  -1.202
H  -2.044  -2.116  -0.634
H  -1.802  -0.806  -1.825
H  0.960  0.902  -2.416
H  2.450  0.509  -1.575
H  2.086  2.208  -1.972
C  0.779  -1.004  1.252
C  -0.623  -0.825  1.461
N  -1.292  -0.781  2.547
H  -2.244  -0.435  2.445
H  -0.481  0.452  -0.154
H  1.072  -1.659  0.434
H  1.340  -1.192  2.160
H  0.966  0.243  0.524

Values from the calculation:
* net charge: 0
* orbital gap: 0.26627 hartree
* energy relative to the best compared isomer or geometry (same formula, charge and spin): 4.493 eV
* spin multiplicity: 1

[8]
An isolated molecule of C5H13N3 in a non-equilibrium geometry. Source: the OMol25 dataset; level of theory: ωB97M-V with the def2-TZVPD basis set.

Cartesian coordinates (Å):
C  0.104  -1.307  1.252
C  -1.037  1.138  -1.220
C  1.216  -0.806  -0.910
C  1.328  -1.641  2.095
C  -1.924  2.382  -1.178
N  0.432  -0.290  0.217
N  0.590  1.016  0.621
N  -0.742  0.794  0.176
H  -0.307  -2.192  0.758
H  -0.668  -0.859  1.874
H  -1.582  0.308  -1.689
H  -0.134  1.358  -1.798
H  1.961  -0.062  -1.189
H  1.716  -1.741  -0.663
H  0.583  -1.000  -1.774
H  1.759  -0.719  2.484
H  2.092  -2.168  1.523
H  1.035  -2.274  2.932
H  -2.231  2.652  -2.189
H  -1.378  3.215  -0.740
H  -2.815  2.198  -0.580

Values from the calculation:
* net charge: 0
* orbital gap: 0.28536 hartree
* energy relative to the best compared isomer or geometry (same formula, charge and spin): 5.239 eV
* spin multiplicity: 1

[9]
A cluster of 2 separate species, C5H13N3 in total in a non-equilibrium geometry. Source: the OMol25 dataset; level of theory: ωB97M-V with the def2-TZVPD basis set.

Cartesian coordinates (Å):
C  -2.080  1.057  0.552
C  0.761  -1.540  -0.756
C  0.774  -1.364  0.523
C  2.084  -1.392  1.252
C  -1.592  0.651  -1.799
N  -1.218  1.033  -0.452
N  0.108  1.153  -0.381
N  0.607  1.573  0.856
H  -3.158  0.891  0.495
H  -1.743  1.756  1.344
H  -0.236  -1.363  -1.204
H  1.626  -1.451  -1.444
H  -0.149  -1.139  1.035
H  3.033  -1.384  0.616
H  2.147  -2.233  1.986
H  2.048  -0.377  1.704
H  -2.585  0.131  -1.786
H  -1.546  1.636  -2.482
H  -0.874  -0.066  -2.273
H  0.422  0.794  1.559
H  1.570  1.634  0.654

Values from the calculation:
* net charge: 0
* orbital gap: 0.30142 hartree
* energy relative to the best compared isomer or geometry (same formula, charge and spin): 5.485 eV
* spin multiplicity: 1

[10]
A cluster of 2 separate species, C5H13N3 in total in a non-equilibrium geometry. Source: the OMol25 dataset; level of theory: ωB97M-V with the def2-TZVPD basis set.

Cartesian coordinates (Å):
C  0.511  3.033  0.462
C  1.077  0.707  0.299
C  -0.723  -2.646  0.808
C  -1.291  -2.114  -1.605
C  -0.501  -1.850  -0.388
N  -0.107  4.144  0.142
N  2.313  0.900  0.745
N  0.133  1.818  0.100
H  1.416  2.963  1.046
H  -0.521  -2.144  1.727
H  -1.626  -3.205  0.679
H  0.157  -3.380  0.867
H  -1.979  -2.924  -1.396
H  -0.582  -2.420  -2.295
H  -1.685  -1.198  -2.128
H  0.221  -1.036  -0.368
H  0.304  5.087  0.380
H  -0.990  4.277  -0.256
H  2.979  0.133  0.557
H  2.698  1.728  1.182
H  -0.645  1.790  -0.483

Values from the calculation:
* net charge: +2
* orbital gap: 0.30320 hartree
* energy relative to the best compared isomer or geometry (same formula, charge and spin): 2.526 eV
* spin multiplicity: 1

[11]
A cluster of 2 separate species, C5H13N3O in total in a non-equilibrium geometry. Source: the OMol25 dataset; level of theory: ωB97M-V with the def2-TZVPD basis set.

Cartesian coordinates (Å):
H  0.789  1.492  1.838
N  0.685  1.914  0.919
C  0.524  1.061  -0.024
C  0.478  1.543  -1.446
O  1.478  -0.273  -0.113
C  2.245  -0.645  1.008
H  0.416  0.701  -2.136
H  -0.388  2.200  -1.571
H  1.366  2.139  -1.652
H  3.205  -1.056  0.678
H  1.732  -1.425  1.589
H  2.446  0.200  1.680
H  -0.377  -3.145  0.915
N  -0.692  -2.194  1.110
C  -0.667  -1.485  0.049
N  -1.138  -0.139  0.136
C  -2.351  0.167  -0.637
H  -0.495  -1.839  -0.970
H  -1.307  0.041  1.127
H  -2.162  -0.002  -1.697
H  -3.174  -0.472  -0.313
H  -2.614  1.215  -0.489

Values from the calculation:
* SMILES string: [H]/N=C(/C)OC.[H]/N=C/NC
* net charge: 0
* orbital gap: 0.35839 hartree
* energy relative to the best compared isomer or geometry (same formula, charge and spin): 3.645 eV
* spin multiplicity: 1

[12]
A cluster of 2 separate species, C5H13N3O in total in a non-equilibrium geometry. Source: the OMol25 dataset; level of theory: ωB97M-V with the def2-TZVPD basis set.

Cartesian coordinates (Å):
C  -1.741  1.509  -0.324
C  -0.602  0.657  0.208
C  -0.824  -0.952  -0.598
N  -0.629  0.509  1.604
O  0.661  1.186  -0.064
N  0.871  1.494  -1.453
H  -1.643  2.521  0.068
H  -1.717  1.538  -1.410
H  -2.692  1.099  0.003
H  -1.889  -1.074  -0.400
H  -0.698  -0.740  -1.658
H  -0.502  -1.960  -0.341
H  0.213  0.002  1.907
H  -1.455  0.010  1.910
H  0.784  2.509  -1.513
H  1.853  1.256  -1.583
C  1.467  -1.782  1.555
C  1.597  -1.583  0.256
N  2.194  -1.489  -0.811
H  0.725  -2.466  1.932
H  2.189  -1.376  2.241
H  1.836  -0.870  -1.528

Values from the calculation:
* SMILES string: CC(C)(N)ON.C=C=N
* net charge: 0
* orbital gap: 0.34980 hartree
* energy relative to the best compared isomer or geometry (same formula, charge and spin): 5.430 eV
* spin multiplicity: 1